The following is a DFT calculation (ωB97M-V/def2-TZVPD) of a cluster of 8 separate species, C40H83BrN12O2 in total in a non-equilibrium geometry.

Last columns: bonded neighbours and bond lengths (Å).
CARTESIAN COORDINATES (ANGSTROEM)
1 C 16.1686 -21.0025 6.6048  C2 1.542, H9 1.090, H10 1.090, H11 1.090
2 C 17.1547 -21.0518 7.7888  C1 1.542, N3 1.432, H12 1.090, H13 1.090
3 N 17.4312 -19.7592 8.3389  C2 1.432, C4 1.408, C7 1.413
4 C 17.7804 -19.4608 9.6700  N3 1.408, C5 1.379, H14 1.080
5 C 17.9517 -18.0940 9.7235  C4 1.379, N6 1.399, H15 1.080
6 N 17.7555 -17.4942 8.4748  C5 1.399, C7 1.375, C8 1.473
7 C 17.4343 -18.5340 7.6346  N3 1.413, N6 1.375, H16 1.080
8 C 17.8112 -16.0630 8.1327  N6 1.473, H17 1.090, H18 1.090, H19 1.090
9 H 15.2669 -20.4413 6.8497  C1 1.090
10 H 15.9183 -21.9557 6.1391  C1 1.090
11 H 16.7222 -20.4247 5.8648  C1 1.090
12 H 18.1427 -21.4267 7.5215  C2 1.090
13 H 16.7950 -21.6441 8.6301  C2 1.090
14 H 17.7332 -20.2008 10.4551  C4 1.080
15 H 18.1776 -17.3895 10.5103  C5 1.080
16 H 17.1899 -18.5281 6.5826  C7 1.080
17 H 18.3892 -15.9533 7.2152  C8 1.090
18 H 18.2644 -15.4528 8.9140  C8 1.090
19 H 16.8034 -15.8383 7.7837  C8 1.090
20 C 14.0810 -29.1715 3.8237  C21 1.512, H28 1.090, H29 1.090, H30 1.090
21 C 14.8228 -28.1908 4.7040  C20 1.512, N22 1.470, H31 1.090, H32 1.090
22 N 14.5114 -28.3991 6.1250  C21 1.470, C23 1.383, C26 1.422
23 C 13.7683 -27.6612 7.0280  N22 1.383, C24 1.361, H33 1.080
24 C 13.6948 -28.3048 8.2254  C23 1.361, N25 1.373, H34 1.080
25 N 14.3670 -29.4991 8.1469  C24 1.373, C26 1.398, C27 1.467
26 C 14.8816 -29.5662 6.8484  N22 1.422, N25 1.398, H35 1.080
27 C 14.5506 -30.4405 9.2565  N25 1.467, H36 1.090, H37 1.090, H38 1.090
28 H 13.0148 -29.1415 4.0483  C20 1.090
29 H 14.5728 -30.1396 3.9189  C20 1.090
30 H 14.2575 -28.8834 2.7874  C20 1.090
31 H 14.6001 -27.1720 4.3870  C21 1.090
32 H 15.8924 -28.3173 4.5367  C21 1.090
33 H 13.4339 -26.6881 6.6997  C23 1.080
34 H 13.2444 -27.9783 9.1511  C24 1.080
35 H 15.4809 -30.3629 6.4330  C26 1.080
36 H 13.7899 -30.2263 10.0072  C27 1.090
37 H 15.5495 -30.2073 9.6251  C27 1.090
38 H 14.4077 -31.4107 8.7806  C27 1.090
39 C 8.2166 -30.5384 6.7690  C40 1.570, H47 1.090, H48 1.090, H49 1.090
40 C 8.8361 -31.7229 5.9460  C39 1.570, N41 1.439, H50 1.090, H51 1.090
41 N 8.0117 -32.0518 4.8128  C40 1.439, C42 1.409, C45 1.402
42 C 7.3621 -31.2364 3.8652  N41 1.409, C43 1.373, H52 1.080
43 C 6.7886 -32.0284 2.9020  C42 1.373, N44 1.394, H53 1.080
44 N 7.1719 -33.3477 3.1361  C43 1.394, C45 1.374, C46 1.445
45 C 7.9881 -33.3318 4.2412  N41 1.402, N44 1.374, H54 1.080
46 C 6.8647 -34.5246 2.3567  N44 1.445, H55 1.090, H56 1.090, H57 1.090
47 H 8.3879 -29.6310 6.1899  C39 1.090
48 H 8.8602 -30.3667 7.6317  C39 1.090
49 H 7.1760 -30.6345 7.0791  C39 1.090
50 H 9.0720 -32.6085 6.5360  C40 1.090
51 H 9.8026 -31.5240 5.4829  C40 1.090
52 H 7.2828 -30.1745 4.0458  C42 1.080
53 H 6.2226 -31.8052 2.0097  C43 1.080
54 H 8.6142 -34.1298 4.6123  C45 1.080
55 H 7.0839 -35.4413 2.9041  C46 1.090
56 H 7.4540 -34.5496 1.4400  C46 1.090
57 H 5.7750 -34.5408 2.3365  C46 1.090
58 C 14.6320 -20.3944 0.4632  C59 1.526, H66 1.090, H67 1.090, H68 1.090
59 C 15.8671 -20.1802 -0.4070  C58 1.526, N60 1.429, H69 1.090, H70 1.090
60 N 17.0992 -20.4511 0.2644  C59 1.429, C61 1.325, C64 1.403
61 C 17.6440 -21.6509 0.4001  N60 1.325, C62 1.425, H71 1.080
62 C 18.9108 -21.5909 1.0508  C61 1.425, N63 1.385, H72 1.080
63 N 19.3072 -20.2664 0.9625  C62 1.385, C64 1.385, C65 1.423
64 C 18.1736 -19.5924 0.5396  N60 1.403, N63 1.385, H73 1.080
65 C 20.5686 -19.7040 1.3046  N63 1.423, H74 1.090, H75 1.090, H76 1.090
66 H 13.8752 -20.9237 -0.1158  C58 1.090
67 H 14.2190 -19.4986 0.9270  C58 1.090
68 H 14.8263 -21.1181 1.2547  C58 1.090
69 H 16.0152 -19.1265 -0.6433  C59 1.090
70 H 15.8238 -20.7427 -1.3397  C59 1.090
71 H 17.0213 -22.5065 0.1843  C61 1.080
72 H 19.5780 -22.3794 1.3662  C62 1.080
73 H 18.1790 -18.5378 0.3066  C64 1.080
74 H 21.2611 -19.6848 0.4631  C65 1.090
75 H 21.0649 -20.2544 2.1038  C65 1.090
76 H 20.5069 -18.6609 1.6150  C65 1.090
77 C 13.0583 -31.0474 -5.0808  C78 1.547, H85 1.090, H86 1.090, H87 1.090
78 C 12.7958 -30.7265 -3.5906  C77 1.547, N79 1.463, H88 1.090, H89 1.090
79 N 11.4436 -30.1946 -3.4161  C78 1.463, C80 1.426, C83 1.331
80 C 10.1714 -30.8203 -3.5681  N79 1.426, C81 1.416, H90 1.080
81 C 9.2984 -29.7074 -3.5006  C80 1.416, N82 1.349, H91 1.080
82 N 9.8799 -28.5851 -3.0294  C81 1.349, C83 1.381, C84 1.458
83 C 11.2124 -28.9465 -3.0157  N79 1.331, N82 1.381, H92 1.080
84 C 9.3181 -27.2400 -3.0395  N82 1.458, H93 1.090, H94 1.090, H95 1.090
85 H 13.7082 -31.9206 -5.0245  C77 1.090
86 H 13.6866 -30.2903 -5.5500  C77 1.090
87 H 12.1377 -31.3221 -5.5956  C77 1.090
88 H 13.5850 -30.0759 -3.2138  C78 1.090
89 H 12.6927 -31.6018 -2.9493  C78 1.090
90 H 10.0521 -31.8515 -3.8662  C80 1.080
91 H 8.2577 -29.6617 -3.7856  C81 1.080
92 H 12.0085 -28.2168 -3.0258  C83 1.080
93 H 10.1911 -26.5890 -2.9934  C84 1.090
94 H 8.7199 -27.2112 -2.1288  C84 1.090
95 H 8.6910 -26.9447 -3.8807  C84 1.090
96 C 12.4845 -27.1935 17.7839  N97 1.563, H103 1.090, H104 1.090, H105 1.090
97 N 13.8348 -27.2728 18.5665  C96 1.563, C98 1.549, C99 1.563, C100 1.538
98 C 14.9415 -26.4828 17.8243  N97 1.549, H106 1.090, H107 1.090, H108 1.090
99 C 13.6243 -26.5562 19.9394  N97 1.563, H109 1.090, H110 1.090, H111 1.090
100 C 14.2431 -28.7108 18.9281  N97 1.538, C101 1.540, H112 1.090, H113 1.090
101 C 14.0550 -29.6510 17.7229  C100 1.540, O102 1.440, H114 1.090, H115 1.090
102 O 14.8549 -29.4710 16.5391  C101 1.440, H116 0.960
103 H 12.3582 -26.1140 17.7012  C96 1.090
104 H 11.7491 -27.7634 18.3518  C96 1.090
105 H 12.7535 -27.6308 16.8224  C96 1.090
106 H 14.8142 -25.4134 17.6564  C98 1.090
107 H 15.1326 -26.9314 16.8494  C98 1.090
108 H 15.8442 -26.6585 18.4093  C98 1.090
109 H 12.8995 -27.0992 20.5460  C99 1.090
110 H 13.2333 -25.5588 19.7386  C99 1.090
111 H 14.6249 -26.4100 20.3463  C99 1.090
112 H 13.5722 -29.0472 19.7185  C100 1.090
113 H 15.2916 -28.6650 19.2224  C100 1.090
114 H 13.0076 -29.8382 17.4863  C101 1.090
115 H 14.3028 -30.6405 18.1070  C101 1.090
116 H 15.5050 -30.1748 16.4790  O102 0.960
117 C 20.4412 -27.6298 12.2102  N118 1.565, H124 1.090, H125 1.090, H126 1.090
118 N 21.8316 -26.9235 12.3452  C117 1.565, C119 1.547, C120 1.561, C121 1.552
119 C 22.8592 -27.6191 11.4220  N118 1.547, H127 1.090, H128 1.090, H129 1.090
120 C 21.6613 -25.4715 11.7990  N118 1.561, H130 1.090, H131 1.090, H132 1.090
121 C 22.1712 -26.7344 13.8475  N118 1.552, C122 1.530, H133 1.090, H134 1.090
122 C 22.5842 -27.9968 14.6070  C121 1.530, O123 1.423, H135 1.090, H136 1.090
123 O 23.7697 -28.5870 14.0863  C122 1.423, H137 0.960
124 H 19.7308 -26.8806 12.5594  C117 1.090
125 H 20.3899 -28.5489 12.7939  C117 1.090
126 H 20.1960 -27.8529 11.1718  C117 1.090
127 H 23.7270 -26.9799 11.5844  C119 1.090
128 H 22.4508 -27.5008 10.4184  C119 1.090
129 H 22.9104 -28.6936 11.5981  C119 1.090
130 H 21.1726 -24.8574 12.5554  C120 1.090
131 H 21.0986 -25.4659 10.8655  C120 1.090
132 H 22.6645 -25.0915 11.6057  C120 1.090
133 H 21.3526 -26.2607 14.3893  C121 1.090
134 H 23.0076 -26.0388 13.9162  C121 1.090
135 H 21.8004 -28.7405 14.7513  C122 1.090
136 H 22.8270 -27.7317 15.6360  C122 1.090
137 H 24.3879 -27.8528 14.1033  O123 0.960
138 Br 13.7745 -23.7504 12.6043  no bonds

## Properties
Total charge   +6
E_HOMO   -13.640 eV
Spin multiplicity   1
Gap between HOMO and LUMO   0.1416 hartree

Results of the Mulliken charge analysis, in e, for atoms 1 through 5: C -1.1902; C -0.2287; N 0.2063; C -0.3821; C -0.3088

---

The following is a DFT calculation (ωB97M-V/def2-TZVPD) of a cluster of 7 separate species, C3H18O7 in total in a non-equilibrium geometry.

Last columns: bonded neighbours and bond lengths (Å).
CARTESIAN COORDINATES (ANGSTROEM)
1 C -2.0746 0.0047 1.4075  C2 1.320, H5 1.028, H6 1.105
2 C -1.2308 0.9802 1.1280  C1 1.320, C3 1.523, H7 1.063
3 C -1.4527 2.2369 1.9586  C2 1.523, O4 1.366, H8 1.211, H9 1.131
4 O -0.3255 3.0083 1.9729  C3 1.366, H10 1.016
5 H -1.9833 -0.9360 1.0021  C1 1.028
6 H -2.9448 0.1250 2.0771  C1 1.105
7 H -0.3222 0.9901 0.5766  C2 1.063
8 H -2.4022 2.7762 1.4340  C3 1.211
9 H -1.9991 1.9028 2.8912  C3 1.131
10 H -0.0670 3.3283 1.0439  O4 1.016
11 O -0.8545 0.1100 -2.0814  H12 0.876, H13 1.046
12 H -1.5460 0.3023 -2.5838  O11 0.876
13 H -1.0037 -0.9254 -2.0771  O11 1.046
14 O 1.6113 0.9191 -1.8579  H15 0.927, H16 0.937
15 H 0.8361 0.4353 -2.0115  O14 0.927
16 H 1.3830 1.7279 -2.2719  O14 0.937
17 O 2.7289 1.0622 0.3099  H18 0.882, H19 1.023
18 H 2.7184 1.4872 1.0828  O17 0.882
19 H 1.9375 1.1365 -0.3348  O17 1.023
20 O 0.7192 -3.1852 -0.6462  H21 0.975, H22 0.969
21 H 0.7010 -2.4430 -0.0146  O20 0.975
22 H 1.5606 -3.6182 -0.4379  O20 0.969
23 O -1.2325 -2.6261 -2.4380  H24 1.028, H25 0.952
24 H -0.2592 -2.8782 -2.6520  O23 1.028
25 H -1.2990 -2.9159 -1.5339  O23 0.952
26 O 2.2033 -1.3638 1.1392  H27 0.923, H28 1.019
27 H 2.5200 -0.5627 0.8082  O26 0.923
28 H 2.0777 -1.0784 2.1089  O26 1.019

## Properties
E_HOMO   -9.409 eV
Spin multiplicity   1
Gap between HOMO and LUMO   0.3603 hartree

Results of the Mulliken charge analysis, in e, for atoms 1 through 5: C -1.0286; C 0.6772; C -0.5752; O -0.5310; H 0.2915

---

The following is a DFT calculation (ωB97M-V/def2-TZVPD) of the ion C4H9NO with charge +1 in a non-equilibrium geometry.

Last columns: bonded neighbours and bond lengths (Å).
CARTESIAN COORDINATES (ANGSTROEM)
1 C -1.4741 -1.0533 -1.6242  C2 1.559, H7 1.139, H8 1.121, H9 1.066
2 C -1.7458 -1.0189 -0.0893  C1 1.559, N3 1.554, H10 1.188, H11 1.055
3 N -0.3031 -0.7615 0.4276  C2 1.554, C4 1.419, H12 1.060
4 C 0.2948 0.4647 0.0380  N3 1.419, C5 1.529, H13 1.048, H14 0.985
5 C 1.7187 0.8321 0.4575  C4 1.529, O6 1.226, H15 1.084
6 O 1.9379 1.8511 1.1028  C5 1.226
7 H -0.5040 -1.6031 -1.8584  C1 1.139
8 H -1.3780 -0.0439 -2.1025  C1 1.121
9 H -2.2588 -1.5422 -2.1553  C1 1.066
10 H -2.1038 -2.1107 0.2139  C2 1.188
11 H -2.4624 -0.3474 0.2969  C2 1.055
12 H -0.1798 -1.1560 1.4038  N3 1.060
13 H 0.3293 0.5445 -1.0067  C4 1.048
14 H -0.1468 1.2593 0.4179  C4 0.985
15 H 2.5612 0.1732 0.2836  C5 1.084

## Properties
Total charge   +1
E_HOMO (spin up / spin down)   -14.799 / -14.789 eV
Spin multiplicity   2
Expectation value of S²   0.75
Gap between HOMO and LUMO (spin up / spin down)   0.3986 / 0.2306 hartree

Results of the Mulliken charge analysis, in e, for atoms 1 through 5: C -1.1020; C -0.2089; N -0.0118; C -0.3255; C -0.1780

---

The following is a DFT calculation (ωB97M-V/def2-TZVPD) of a cluster of 2 separate species, C3H6ClN2 in total in a non-equilibrium geometry.

Last columns: bonded neighbours and bond lengths (Å).
CARTESIAN COORDINATES (ANGSTROEM)
1 C 1.6476 -0.0045 0.2205  C3 1.436, N4 1.216, H7 1.152
2 C -1.8090 0.3016 0.0474  N5 1.378, Cl6 1.617
3 C 1.6471 -1.3315 -0.3277  C1 1.436, H8 1.110, H9 1.001, H10 1.102
4 N 0.8190 0.8690 0.3927  C1 1.216
5 N -2.3573 1.5633 -0.0347  C2 1.378, H11 0.992, H12 1.018
6 Cl -2.6720 -0.9829 0.5180  C2 1.617
7 H 2.6699 0.2918 0.6610  C1 1.152
8 H 1.7011 -1.9138 0.6158  C3 1.110
9 H 2.5413 -1.4622 -0.7579  C3 1.001
10 H 0.8841 -1.5941 -1.0786  C3 1.102
11 H -1.7792 2.3136 -0.3292  N5 0.992
12 H -3.2925 1.9496 0.0729  N5 1.018

## Properties
Total charge   +1
E_HOMO (spin up / spin down)   -13.684 / -15.212 eV
Spin multiplicity   1
Gap between HOMO and LUMO (spin up / spin down)   0.2391 / 0.3645 hartree

Results of the Mulliken charge analysis, in e, for atoms 1 through 5: C 0.2624; C 0.3799; C -0.9086; N -0.3202; N -0.2627

---

Table of calculated total energy (eV), in record order: -134784.61632, -17733.12025, -7820.69199, -18698.77048